Here is a structure of composition C20H23ClN2Re from the Open Molecules 2025 dataset. Energies are from the ωB97M-V functional and the def2-TZVPD basis.

The geometry in XYZ format:
```
47
Properties=species:S:1:pos:R:3:forces:R:3
C 1.871 -2.488 -4.872 0.939 -1.357 -2.602
C 0.657 -2.759 -5.786 -0.351 0.374 0.706
C 2.869 -1.573 -5.612 -0.211 0.449 0.708
C 2.562 -3.826 -4.536 -0.235 0.308 0.775
Cl 1.333 -1.704 -3.385 -0.325 0.488 0.914
H 3.229 -2.020 -6.543 -0.195 -0.099 0.211
H 3.733 -1.372 -4.962 -0.179 -0.022 -0.254
H 2.382 -0.615 -5.848 0.202 -0.238 -0.004
H 0.944 -3.246 -6.723 0.166 0.092 0.237
H 0.157 -1.808 -6.023 0.088 -0.298 -0.013
H -0.061 -3.406 -5.260 0.150 0.156 -0.229
H 2.912 -4.348 -5.431 -0.147 0.270 0.040
H 1.856 -4.480 -4.002 0.248 0.100 -0.163
H 3.424 -3.638 -3.879 -0.192 -0.140 -0.197
C -1.667 2.465 0.887 -0.142 -0.285 -0.731
C -0.412 2.817 0.312 -0.454 -0.990 -0.581
C -0.286 2.096 -0.932 -0.553 -0.616 0.674
H 0.272 3.550 0.692 0.199 0.172 0.086
C -1.479 1.299 -1.113 1.019 0.420 1.026
C -2.328 1.518 0.011 1.201 0.524 0.594
H -3.315 1.119 0.161 -0.063 -0.197 -0.093
H -2.095 2.903 1.783 0.312 -0.045 -0.345
H 0.517 2.204 -1.647 0.051 -0.166 0.082
H -1.702 0.700 -1.977 0.040 -0.262 -0.078
C 0.755 -0.937 2.657 0.238 1.091 -0.234
C 0.880 0.453 3.046 0.635 -0.446 -0.033
C 1.723 1.120 2.127 -0.122 -1.212 -0.617
H 0.470 0.906 3.943 0.526 -0.046 -0.615
C 2.140 0.140 1.156 -0.779 -0.239 -0.053
C 1.541 -1.131 1.499 -0.107 1.515 -0.279
H 1.705 -2.063 0.993 -0.052 -0.170 -0.261
H 0.216 -1.698 3.196 0.034 -0.080 -0.265
H 2.051 2.137 2.191 0.115 0.302 -0.020
H 2.858 0.305 0.364 -0.177 0.008 -0.112
Re -0.223 0.576 0.957 0.945 1.128 -0.120
N -5.280 3.361 4.556 -1.098 0.728 0.212
C -4.344 2.745 4.361 1.718 -1.207 -1.063
C -3.127 1.952 4.167 -1.412 1.729 1.886
C -2.230 1.999 5.248 0.830 -1.983 -0.401
C -1.366 0.894 5.263 -2.273 2.217 0.079
C -1.414 0.069 4.161 4.406 -1.884 3.171
N -1.730 0.490 2.959 -2.560 -2.285 -0.490
C -2.841 1.212 3.046 -2.140 2.151 -1.443
H -2.209 2.663 6.094 -0.493 0.523 -0.157
H -0.663 0.830 6.064 0.131 -0.901 0.541
H -0.736 -0.815 4.470 -1.321 1.051 -1.778
H -3.549 1.403 2.167 1.387 -0.626 1.292
```
Forces are in eV/Å.

- HOMO-LUMO gap (spin up / spin down) (eV) = 6.796 / 5.438
- charge = +2
- multiplicity = 4
- lowest unoccupied orbital energy (spin up / spin down) (eV) = -8.125 / -9.482

Here is a cluster of 2 separate species, C5H14 in total from the Open Molecules 2025 dataset. Energies are from the ωB97M-V functional and the def2-TZVPD basis.

The geometry in XYZ format:
```
19
Properties=species:S:1:pos:R:3:forces:R:3
C 1.668 0.476 1.334 1.005 -1.556 -0.502
C 2.108 0.227 -0.119 -0.285 -0.131 -0.971
C 1.285 -0.780 -0.960 0.208 -0.645 0.730
H 1.826 -0.501 1.819 -0.888 0.026 0.083
H 2.403 1.042 1.900 -0.186 0.820 -0.313
H 0.656 0.839 1.405 -0.106 0.144 0.385
H 3.129 -0.157 -0.079 0.165 0.458 -0.244
H 2.000 1.112 -0.754 0.783 0.383 0.488
H 1.234 -1.757 -0.467 -0.595 0.160 0.355
H 1.727 -1.091 -1.911 0.311 0.756 -0.065
H 0.308 -0.353 -1.170 -0.182 -0.377 0.030
C -2.684 -0.073 -0.783 0.443 -0.771 0.519
C -1.922 0.284 0.491 -0.211 1.692 0.521
H -3.609 0.477 -0.925 -0.124 -0.037 0.232
H -2.090 0.070 -1.683 0.198 0.156 0.012
H -2.876 -1.147 -0.718 -0.380 0.057 -0.323
H -1.857 1.374 0.641 0.230 -0.071 -0.500
H -2.400 0.037 1.439 -0.341 -0.723 -0.225
H -0.905 -0.079 0.539 -0.045 -0.341 -0.212
```
Forces are in eV/Å.

- SMILES = CCC.CC
- energy relative to the best compared isomer or geometry (same formula, charge and spin) (eV) = 0.543
- HOMO-LUMO gap (eV) = 12.126
- charge = 0
- lowest unoccupied orbital energy (eV) = 1.145

Here is the molecule C4H10N2O from the Open Molecules 2025 dataset. Energies are from the ωB97M-V functional and the def2-TZVPD basis.

The geometry in XYZ format:
```
17
Properties=species:S:1:pos:R:3:forces:R:3
C -1.723 -0.385 -2.131 0.266 -0.817 1.469
C -0.307 -0.888 -1.656 -2.112 0.008 0.474
N 0.388 0.212 -1.040 0.404 1.152 -0.273
C 0.461 0.541 0.294 -0.651 -1.300 -0.991
O 0.614 1.670 0.708 0.264 -0.021 -0.256
C 0.308 -0.653 1.216 1.984 -0.602 1.560
N 0.666 -0.251 2.601 -1.798 0.323 -0.121
H -2.272 -1.072 -2.770 0.264 0.066 -0.369
H -1.740 0.632 -2.460 0.116 0.501 -0.704
H -2.286 -0.388 -1.178 -0.070 0.271 -0.473
H -0.682 -1.566 -0.892 1.048 -0.510 0.038
H 0.290 -1.427 -2.380 0.105 0.097 -0.234
H 0.391 1.025 -1.643 0.208 0.123 0.179
H 1.029 -1.485 1.091 -0.134 0.537 -1.107
H -0.646 -1.173 1.100 -0.233 0.525 0.515
H 1.454 0.387 2.550 0.160 -0.225 -0.221
H -0.083 0.401 2.845 0.178 -0.127 0.514
```
Forces are in eV/Å.

- SMILES = CCNC(=O)CN
- energy relative to the best compared isomer or geometry (same formula, charge and spin) (eV) = 1.459
- HOMO-LUMO gap (eV) = 10.535
- charge = 0
- lowest unoccupied orbital energy (eV) = 0.832

Here is a structure of composition C28H23F3FeIN7O5S from the Open Molecules 2025 dataset. Energies are from the ωB97M-V functional and the def2-TZVPD basis.

The geometry in XYZ format:
```
69
Properties=species:S:1:pos:R:3:forces:R:3
Fe -0.368 0.524 -0.638 0.498 -0.682 1.063
C -3.054 0.340 1.135 -0.114 0.330 0.079
N -2.678 0.039 -0.243 0.240 -0.479 -0.372
C -3.024 -1.302 -0.693 -0.157 -0.338 -0.037
C -1.817 -2.172 -0.726 -0.185 -0.226 -0.015
N -0.615 -1.693 -0.757 0.690 0.794 0.064
C 0.254 -2.775 -0.904 -0.060 -0.132 0.153
C 1.645 -2.834 -0.975 0.083 0.008 0.096
C 2.219 -4.082 -1.110 -0.008 -0.009 0.023
C 1.440 -5.248 -1.166 -0.022 -0.071 0.002
C 0.062 -5.202 -1.090 -0.108 -0.027 0.014
C -0.512 -3.944 -0.954 0.049 0.190 -0.018
N -1.832 -3.519 -0.830 0.043 -0.152 -0.069
C -1.868 0.235 2.020 0.057 -0.076 0.207
N -0.694 -0.127 1.591 0.061 -0.093 -0.309
C 0.146 -0.120 2.708 -0.283 -0.755 0.416
C 1.484 -0.480 2.841 -0.084 -0.210 0.002
C 2.050 -0.370 4.096 0.079 -0.066 -0.024
C 1.314 0.086 5.199 -0.082 0.054 -0.016
C -0.024 0.416 5.085 -0.086 -0.029 0.094
C -0.590 0.286 3.824 0.031 -0.319 -0.109
N -1.881 0.494 3.347 -0.001 0.076 0.208
H -3.447 1.356 1.189 -0.041 -0.072 -0.003
H -3.826 -0.341 1.495 -0.113 -0.039 -0.043
H -3.054 0.740 -0.868 -0.302 -0.093 -0.051
H -3.805 -1.760 -0.081 -0.036 0.038 0.039
H -3.407 -1.238 -1.712 -0.046 -0.044 0.052
H 2.240 -1.931 -0.913 -0.006 -0.162 -0.031
H 3.296 -4.171 -1.165 -0.034 0.028 -0.002
H 1.930 -6.209 -1.262 -0.021 0.060 -0.023
H -0.543 -6.100 -1.131 0.062 0.020 0.010
H -2.651 -4.101 -0.867 -0.033 -0.007 0.024
H 2.046 -0.848 1.990 -0.010 0.015 0.088
H 3.085 -0.657 4.239 -0.045 0.057 -0.027
H 1.800 0.168 6.162 -0.010 -0.014 -0.009
H -0.601 0.752 5.938 0.039 -0.037 -0.023
H -2.672 0.797 3.887 -0.067 -0.009 0.002
O 3.749 0.656 -0.560 -0.223 -0.243 -0.293
C 2.590 0.807 -0.263 0.134 0.456 0.609
O 1.561 0.211 -0.797 -1.136 -0.154 -0.682
C 2.203 1.681 0.901 -0.078 0.146 0.014
C 3.174 2.252 1.706 -0.058 0.058 0.051
C 2.756 2.933 2.832 0.215 0.013 0.046
C 1.399 3.036 3.096 -0.205 0.062 0.026
C 0.498 2.462 2.219 0.448 0.267 -0.620
N 0.901 1.781 1.137 0.265 1.100 -0.684
H 4.213 2.135 1.439 0.019 -0.033 0.012
H 3.481 3.369 3.509 -0.041 0.030 -0.040
H 1.040 3.565 3.970 -0.003 -0.034 -0.044
H -0.567 2.560 2.356 -0.134 0.027 -0.008
F -1.125 5.603 -0.660 -0.105 -0.035 0.055
C -0.392 4.555 -0.992 0.064 0.048 -0.157
F 0.238 4.798 -2.136 -0.105 0.036 0.026
F 0.514 4.350 -0.046 0.094 -0.157 0.168
S -1.483 3.073 -1.277 -0.288 0.346 -0.589
O -2.655 3.632 -1.862 0.037 -0.079 -0.038
O -1.699 2.309 -0.039 0.618 0.643 0.582
O -0.656 2.190 -2.124 0.405 -0.426 0.504
I -3.412 0.481 -3.783 0.088 0.265 -0.005
C -1.389 0.067 -4.138 0.462 -0.335 0.188
C -0.989 0.099 -5.463 -0.052 0.018 0.015
C 0.311 -0.271 -5.766 -0.045 0.069 -0.100
C 1.153 -0.665 -4.746 0.108 -0.059 -0.103
C 0.676 -0.646 -3.452 -0.297 -0.067 0.198
N -0.580 -0.286 -3.133 -0.120 0.439 -0.326
H -1.684 0.405 -6.230 0.012 -0.023 -0.040
H 0.653 -0.252 -6.792 -0.006 -0.010 -0.017
H 2.168 -0.981 -4.946 -0.003 0.041 0.052
H 1.308 -0.916 -2.616 -0.045 0.061 -0.258
```
Forces are in eV/Å.

- energy relative to the best compared isomer or geometry (same formula, charge and spin) (eV) = 1.169
- HOMO-LUMO gap (spin up / spin down) (eV) = 9.205 / 6.927
- charge = +1
- multiplicity = 6
- lowest unoccupied orbital energy (spin up / spin down) (eV) = -2.263 / -4.521